{"formula": "C10H38N4O13", "method": "wB97M-V/def2-TZVPD", "e_tot_ev": -43561.59497, "gap_ev": 8.9778, "homo_energy_ha": -0.3247, "charge": 0, "multiplicity": 1, "smiles": "NC(N)=O.NC(N)=O.OCCO.OCCO.OCCO.OCCO.O.O.O", "fmax_ev_per_a": 10.9, "symbols": ["N", "C", "N", "O", "H", "H", "H", "H", "N", "C", "N", "O", "H", "H", "H", "H", "O", "C", "C", "O", "H", "H", "H", "H", "H", "H", "O", "C", "C", "O", "H", "H", "H", "H", "H", "H", "O", "C", "C", "O", "H", "H", "H", "H", "H", "H", "O", "C", "C", "O", "H", "H", "H", "H", "H", "H", "O", "H", "H", "O", "H", "H", "O", "H", "H"], "coordinates": [[0.3411, -0.1706, -0.0028], [0.2190, 1.1177, 0.1133], [0.6713, 1.5726, 1.2359], [-0.3695, 1.9031, -0.6229], [0.6337, -0.8595, 0.6754], [-0.1509, -0.5875, -0.7801], [0.4311, 2.5334, 1.4341], [1.0704, 0.8412, 1.8069], [4.1258, 1.0157, -3.4638], [3.0424, 1.3348, -2.9376], [2.3891, 0.2464, -2.9336], [2.7327, 2.3804, -2.6065], [4.9079, 1.6530, -3.4186], [4.3215, 0.0497, -3.6846], [2.6670, -0.5363, -3.5083], [1.6374, 0.1316, -2.2688], [-3.3455, -4.1838, -2.7892], [-2.2467, -3.5197, -3.4374], [-1.2480, -2.8084, -2.5070], [-1.7006, -1.7141, -1.7398], [-2.8828, -4.6787, -2.1091], [-1.6574, -4.2910, -3.9332], [-2.5778, -2.8544, -4.2347], [-0.4307, -2.4538, -3.1349], [-0.7954, -3.4561, -1.7562], [-2.1129, -1.0488, -2.2957], [0.2241, 5.5589, -0.0828], [1.2479, 4.6255, -0.4783], [2.4916, 5.3866, -1.0013], [2.9975, 6.0839, 0.1289], [0.2829, 5.4782, 0.8720], [1.5069, 4.0997, 0.4407], [0.9723, 3.9530, -1.2907], [2.2136, 6.1141, -1.7639], [3.2064, 4.6604, -1.3883], [2.2967, 6.7213, 0.2845], [-2.6318, -1.8839, 1.8468], [-3.0675, -3.1966, 2.1382], [-4.1830, -3.1964, 3.1853], [-3.5625, -2.8609, 4.4144], [-1.6825, -1.9185, 1.7081], [-3.3370, -3.7237, 1.2230], [-2.2817, -3.8483, 2.5202], [-4.7320, -4.1368, 3.2322], [-4.8736, -2.4331, 2.8266], [-4.2750, -2.7037, 5.0382], [0.6823, -1.7510, 2.3164], [1.5225, -2.9489, 2.0739], [2.3686, -3.4744, 3.2934], [1.6356, -4.0878, 4.3220], [0.1084, -1.8428, 3.0805], [0.8884, -3.7631, 1.7229], [2.1878, -2.5692, 1.2985], [3.0503, -2.6841, 3.6078], [3.0776, -4.1824, 2.8643], [2.1972, -4.7278, 4.7655], [-1.5276, 3.1486, -2.6570], [-0.9975, 2.8457, -1.9198], [-1.0792, 3.9351, -2.9679], [-2.7288, 0.5639, -2.4022], [-2.8951, 0.3171, -1.4924], [-2.5342, 1.5004, -2.3651], [0.5009, 5.1604, 2.7814], [1.1564, 4.6680, 3.2754], [-0.0992, 5.4960, 3.4474]], "forces_ev_per_a": [[0.0, -3.9, -2.8], [-1.8, 2.1, -0.5], [1.8, 0.8, 2.9], [-0.3, -0.5, -1.3], [-0.1, 0.8, 0.4], [-0.3, 0.0, -0.1], [0.4, -0.4, 0.6], [0.1, 1.1, 0.9], [10.1, -0.4, -4.1], [-0.4, -2.1, -0.6], [-6.7, -6.0, 1.6], [-2.6, 7.9, 3.3], [-0.1, -0.1, -0.4], [0.5, 0.7, 0.2], [-0.5, 0.2, 0.6], [-0.3, -0.1, -0.5], [0.7, 0.8, -0.3], [0.5, -0.4, 0.5], [-0.2, 0.5, 0.0], [-0.1, -0.8, 0.4], [-0.4, -0.3, 0.3], [0.3, -0.1, -0.3], [-0.5, 0.1, 0.3], [0.2, -0.2, -0.4], [-0.1, -0.6, -0.2], [0.0, 0.5, -0.5], [0.5, -0.5, -0.4], [0.6, 0.8, -1.1], [-1.0, -0.7, 1.2], [0.7, 0.4, -0.2], [-0.5, 0.4, 0.3], [0.5, -0.5, -0.4], [-0.6, -0.1, 0.4], [-0.1, -0.2, -0.3], [0.2, 0.2, 0.1], [0.0, 0.3, 0.4], [0.0, -0.2, 0.4], [-0.1, -1.1, 0.1], [0.8, 0.7, -1.2], [-0.5, -0.1, 0.1], [0.1, 0.2, -0.2], [-0.7, 0.2, -0.2], [0.5, 0.3, 0.4], [0.2, -0.3, 0.0], [-0.3, 0.3, 0.4], [0.1, 0.1, 0.3], [0.9, -1.0, 0.0], [-0.5, 0.5, 1.7], [0.5, 0.5, -1.6], [-0.5, 0.4, -0.2], [0.0, -0.3, 0.3], [0.0, 0.0, -0.2], [0.2, -0.5, 0.0], [-0.4, 0.5, 0.6], [-0.1, -0.4, -0.4], [0.0, 0.0, 0.0], [-0.5, 0.3, -0.6], [0.5, -0.4, 0.6], [-0.1, 0.2, -0.1], [-0.5, -0.5, -0.1], [-0.2, 0.2, 0.4], [0.4, 0.7, -0.3], [0.0, -0.1, -0.1], [0.3, -0.1, 0.0], [-0.3, 0.1, 0.1]], "lowdin_charge": [0.196, -0.730, 0.190, 0.019, 0.065, 0.087, 0.110, 0.106, 0.161, -0.915, 0.171, 0.151, 0.132, 0.115, 0.114, 0.100, -0.060, -0.224, -0.244, -0.095, 0.072, 0.108, 0.124, 0.110, 0.114, 0.029, -0.073, -0.235, -0.225, -0.083, 0.018, 0.095, 0.084, 0.119, 0.102, 0.071, -0.047, -0.258, -0.244, -0.059, 0.048, 0.111, 0.112, 0.116, 0.118, 0.083, -0.122, -0.147, -0.252, -0.046, 0.094, 0.115, 0.118, 0.114, 0.113, 0.090, -0.060, -0.031, 0.042, -0.035, 0.049, 0.010, -0.023, 0.053, 0.055]}